No. 1
Here is C3H3N3O2 in the gas phase in a non-equilibrium geometry from the Open Molecules 2025 dataset. Energies are from ωB97M-V with the def2-TZVPD basis set.

Geometry as ORCA input:
```
! wB97M-V def2-TZVPD RIJCOSX def2/J DEFGRID3
* xyz 0 1
C 1.302 0.142 -0.051
C -1.407 -0.958 0.053
C -0.801 1.444 -0.098
H 2.746 -0.750 0.368
H -2.395 -1.479 0.204
H -1.344 2.445 -0.395
N 2.494 0.192 0.456
N -0.388 -1.708 -0.064
N 0.523 1.364 -0.405
O 0.851 -1.156 -0.427
O -1.581 0.463 0.359
*
```

Results
HOMO level in eV: -10.33
SMILES: [H]/N=C1/N=COC=NO1
ΔE to the lowest compared entry with this formula, charge and spin in kJ/mol: 540.0



No. 2
Here is a molecular structure, C11H16Cl3MoNOSe in a non-equilibrium geometry from the Open Molecules 2025 dataset. Energies are from ωB97M-V with the def2-TZVPD basis set.

Geometry as ORCA input:
```
! wB97M-V def2-TZVPD RIJCOSX def2/J DEFGRID3
* xyz -2 3
C 0.930 -1.551 -1.240
C 1.188 -0.447 -2.121
C -0.091 0.157 -2.477
C 2.523 -0.041 -2.676
C -1.084 -0.454 -1.672
C -0.508 -1.664 -1.062
C -1.155 -2.749 -0.442
C 1.956 -2.502 -0.721
C -0.286 1.163 -3.553
C -2.532 -0.223 -1.812
Mo 0.563 1.017 -0.621
Cl 2.205 2.587 -1.557
Cl 2.302 0.410 0.871
Cl -0.878 2.867 -0.704
H 3.359 -0.552 -2.161
H 2.708 1.038 -2.467
H 2.535 -0.179 -3.775
H 0.443 1.976 -3.490
H -1.246 1.653 -3.432
H -0.251 0.763 -4.576
H -2.734 0.846 -1.835
H -3.038 -0.674 -0.954
H -2.943 -0.656 -2.732
H -2.205 -2.657 -0.196
H -0.605 -3.017 1.084
H -0.718 -3.749 -0.395
H 2.941 -2.026 -0.618
H 2.029 -3.361 -1.415
H 1.661 -2.826 0.290
O -0.314 -3.091 2.088
H -0.332 -2.147 2.316
Se -1.159 1.655 3.720
C -0.715 0.906 2.209
N -0.497 0.394 1.133
*
```

Results
HOMO level (alpha / beta) in eV: -0.32 / -0.51
<S²>: 2.0517



No. 3
Here is a molecular structure, C5H12N2O in a non-equilibrium geometry from the Open Molecules 2025 dataset. Energies are from ωB97M-V with the def2-TZVPD basis set.

Geometry as ORCA input:
```
! wB97M-V def2-TZVPD RIJCOSX def2/J DEFGRID3
* xyz 0 1
C 0.639 -0.257 -0.506
C 0.052 0.411 0.666
C -1.662 -1.391 -1.297
C 0.464 -0.017 2.040
C -0.445 -1.551 -0.426
N 0.544 0.500 -1.666
N 0.679 2.211 0.278
O -0.110 -2.580 0.099
H 1.590 -0.756 -0.267
H -0.982 0.715 0.532
H 1.039 0.035 -2.421
H 0.644 1.903 -0.865
H 0.058 2.929 0.629
H 1.624 2.377 0.605
H -2.501 -1.890 -0.807
H -1.872 -0.339 -1.486
H -1.482 -1.879 -2.257
H -0.134 0.471 2.808
H 0.337 -1.100 2.131
H 1.518 0.208 2.213
*
```

Results
HOMO level in eV: -7.01
ΔE to the lowest compared entry with this formula, charge and spin in kJ/mol: 408.1



No. 4
Here is 2 unconnected molecules or ions with the total composition C4H5NO3 in a non-equilibrium geometry from the Open Molecules 2025 dataset. Energies are from ωB97M-V with the def2-TZVPD basis set.

Geometry as ORCA input:
```
! wB97M-V def2-TZVPD RIJCOSX def2/J DEFGRID3
* xyz 0 1
C 0.115 0.377 -1.641
C -0.208 -0.843 2.075
C 0.609 -0.286 -0.417
C -0.824 0.433 -0.455
O -0.439 0.243 2.457
N 1.638 -0.795 0.067
O -0.191 -1.988 1.944
O -1.014 1.597 0.203
H -0.844 1.418 1.187
H 2.392 -0.949 -0.609
H -1.650 -0.280 -0.418
H -0.169 -0.243 -2.483
H 0.584 1.316 -1.909
*
```

Results
HOMO level in eV: -9.03
SMILES: [H]/N=C1\C[C@@H]1O.O=C=O
ΔE to the lowest compared entry with this formula, charge and spin in kJ/mol: 235.4



No. 5
Here is a molecular structure, C28H22BrN2NdO7S in a non-equilibrium geometry from the Open Molecules 2025 dataset. Energies are from ωB97M-V with the def2-TZVPD basis set.

Geometry as ORCA input:
```
! wB97M-V def2-TZVPD RIJCOSX def2/J DEFGRID3
* xyz -2 4
Nd -11.826 -6.424 14.486
O -15.745 -2.920 18.248
C -15.145 -3.911 17.537
C -14.150 -4.696 18.127
C -13.510 -5.636 17.332
N -13.868 -5.822 16.069
C -14.823 -5.077 15.513
C -15.517 -4.129 16.234
C -15.060 -5.379 14.015
O -16.119 -4.963 13.538
O -14.129 -6.029 13.462
C -12.402 -6.554 17.795
O -12.202 -6.617 19.022
O -11.692 -7.065 16.863
H -15.494 -2.958 19.158
H -13.886 -4.565 19.183
H -16.301 -3.537 15.790
S -8.910 -7.222 14.401
C -8.698 -5.766 15.314
C -7.434 -5.294 15.740
C -7.347 -4.137 16.486
C -8.507 -3.448 16.832
C -9.698 -3.960 16.333
N -9.796 -5.032 15.550
H -6.535 -5.854 15.533
H -6.371 -3.818 16.892
H -8.490 -2.585 17.487
H -10.649 -3.445 16.485
Br -11.078 -13.430 12.653
C -11.506 -11.600 13.166
C -11.335 -11.180 14.474
C -11.588 -9.874 14.769
C -12.019 -8.906 13.819
C -12.217 -9.408 12.528
C -11.945 -10.731 12.209
H -10.973 -11.892 15.232
H -11.355 -9.529 15.782
H -12.567 -8.670 11.775
H -12.119 -11.099 11.198
C -13.249 0.970 10.177
C -12.923 -0.233 11.004
C -12.008 -0.184 12.041
C -11.787 -1.329 12.817
C -10.890 -1.242 14.018
C -12.415 -2.527 12.548
C -13.310 -2.614 11.462
C -13.936 -3.930 11.093
C -13.519 -1.470 10.700
C -12.088 -3.771 13.390
O -11.387 -4.677 12.837
O -12.349 -3.778 14.615
H -13.205 1.882 10.765
H -14.248 0.862 9.814
H -12.567 1.090 9.357
H -11.525 0.762 12.270
H -10.378 -0.227 14.108
H -10.159 -2.065 14.056
H -11.518 -1.430 14.911
H -14.562 -4.291 11.884
H -13.194 -4.714 10.999
H -14.526 -3.845 10.168
H -14.169 -1.496 9.836
*
```

Results
HOMO level (alpha / beta) in eV: -2.34 / -2.35
<S²>: 3.7527
ΔE to the lowest compared entry with this formula, charge and spin in kJ/mol: 0.0



No. 6
Here is 2 unconnected molecules or ions with the total composition HN2O3S in a non-equilibrium geometry from the Open Molecules 2025 dataset. Energies are from ωB97M-V with the def2-TZVPD basis set.

Geometry as ORCA input:
```
! wB97M-V def2-TZVPD RIJCOSX def2/J DEFGRID3
* xyz -1 1
N 1.701 -1.865 -0.721
N 1.655 -0.861 -0.306
O -2.470 1.341 -0.184
O 1.759 0.142 0.285
O -0.430 -0.080 -0.682
S -1.509 0.303 0.264
H -0.706 1.020 1.343
*
```

Results
HOMO level in eV: -2.84
ΔE to the lowest compared entry with this formula, charge and spin in kJ/mol: 385.7



No. 7
Here is a molecular structure, C12H16BrO12Pd in a non-equilibrium geometry from the Open Molecules 2025 dataset. Energies are from ωB97M-V with the def2-TZVPD basis set.

Geometry as ORCA input:
```
! wB97M-V def2-TZVPD RIJCOSX def2/J DEFGRID3
* xyz 1 3
Pd 30.157 -23.015 -11.480
Br 27.520 -22.741 -11.081
C 28.913 -19.164 -8.213
C 27.661 -19.997 -8.122
O 27.648 -20.651 -6.870
C 28.673 -20.050 -6.162
O 28.850 -20.225 -4.961
O 29.332 -19.194 -6.922
H 28.782 -18.123 -8.509
H 29.712 -19.563 -8.838
H 27.786 -20.727 -8.921
H 26.798 -19.333 -8.155
C 28.334 -24.611 -7.802
C 29.596 -25.206 -7.140
O 29.578 -26.466 -7.685
C 28.282 -26.835 -7.928
O 27.855 -27.955 -8.256
O 27.500 -25.753 -7.909
H 28.518 -24.046 -8.715
H 27.945 -23.892 -7.080
H 29.451 -25.142 -6.062
H 30.393 -24.490 -7.340
C 27.057 -21.929 -15.608
C 27.393 -23.229 -14.910
O 28.820 -23.113 -14.622
C 29.267 -22.424 -15.689
O 30.426 -22.561 -16.124
O 28.295 -21.675 -16.221
H 26.767 -21.144 -14.910
H 26.368 -22.118 -16.431
H 27.057 -24.171 -15.345
H 26.860 -23.088 -13.970
C 24.343 -20.191 -12.834
C 24.325 -21.681 -12.628
O 23.473 -22.116 -13.662
C 22.863 -21.101 -14.181
O 21.784 -21.106 -14.828
O 23.471 -20.019 -13.849
H 25.377 -19.853 -12.898
H 24.032 -19.786 -11.871
H 23.972 -22.049 -11.664
H 25.261 -22.168 -12.901
*
```

Results
HOMO level (alpha / beta) in eV: -13.14 / -13.12
<S²>: 2.0131
ΔE to the lowest compared entry with this formula, charge and spin in kJ/mol: 332.7



No. 8
Here is 2 unconnected molecules or ions with the total composition C4H12N4O3S in a non-equilibrium geometry from the Open Molecules 2025 dataset. Energies are from ωB97M-V with the def2-TZVPD basis set.

Geometry as ORCA input:
```
! wB97M-V def2-TZVPD RIJCOSX def2/J DEFGRID3
* xyz 0 1
C 1.693 -1.114 0.481
C 1.326 2.029 -0.881
C -3.048 0.838 1.289
C -0.143 0.147 -0.992
N 2.980 -1.162 0.728
N -0.247 -1.007 -1.696
N 0.717 0.939 -1.586
N -0.856 0.518 0.098
O 1.054 -1.583 1.614
O -2.588 -1.040 -0.574
O -1.593 -1.423 1.578
S -2.043 -0.476 0.577
H 1.601 2.878 -1.523
H 0.502 2.363 -0.313
H 2.183 1.621 -0.302
H -3.621 1.456 0.598
H -3.754 0.453 1.919
H -2.214 1.481 1.570
H 3.639 -1.209 -0.034
H 3.303 -1.672 1.604
H 0.609 -1.676 -1.787
H -1.021 -1.589 -1.353
H 1.443 0.683 -2.311
H 0.075 -1.455 1.295
*
```

Results
HOMO level in eV: -8.69
ΔE to the lowest compared entry with this formula, charge and spin in kJ/mol: 95.8



No. 9
Here is 2 unconnected molecules or ions with the total composition C5H13ClNS in a non-equilibrium geometry from the Open Molecules 2025 dataset. Energies are from ωB97M-V with the def2-TZVPD basis set.

Geometry as ORCA input:
```
! wB97M-V def2-TZVPD RIJCOSX def2/J DEFGRID3
* xyz 1 1
C -1.037 1.529 -0.554
C -0.279 0.558 1.541
C -1.978 -0.613 0.098
C 2.108 -0.260 -0.443
C 0.817 -0.864 -0.791
N -0.747 0.286 0.203
S 3.386 -1.580 -0.868
Cl 0.230 -0.815 -2.375
H -1.085 1.229 -1.619
H -1.962 2.179 -0.300
H -0.246 2.147 -0.469
H -0.165 -0.373 2.099
H 0.583 1.085 1.562
H -1.063 1.270 2.071
H -2.462 -0.289 -0.778
H -1.865 -1.634 0.129
H -2.697 -0.355 1.006
H 2.395 -0.045 0.643
H 2.281 0.507 -1.129
H 0.563 -1.670 -0.219
H 3.223 -2.293 0.194
*
```

Results
HOMO level in eV: -13.48
ΔE to the lowest compared entry with this formula, charge and spin in kJ/mol: 177.1



Which formula does entry 6 have? HN2O3S



Repeat the eighth record exactly.
Here is 2 unconnected molecules or ions with the total composition C4H12N4O3S in a non-equilibrium geometry from the Open Molecules 2025 dataset. Energies are from ωB97M-V with the def2-TZVPD basis set.

Geometry as ORCA input:
```
! wB97M-V def2-TZVPD RIJCOSX def2/J DEFGRID3
* xyz 0 1
C 1.693 -1.114 0.481
C 1.326 2.029 -0.881
C -3.048 0.838 1.289
C -0.143 0.147 -0.992
N 2.980 -1.162 0.728
N -0.247 -1.007 -1.696
N 0.717 0.939 -1.586
N -0.856 0.518 0.098
O 1.054 -1.583 1.614
O -2.588 -1.040 -0.574
O -1.593 -1.423 1.578
S -2.043 -0.476 0.577
H 1.601 2.878 -1.523
H 0.502 2.363 -0.313
H 2.183 1.621 -0.302
H -3.621 1.456 0.598
H -3.754 0.453 1.919
H -2.214 1.481 1.570
H 3.639 -1.209 -0.034
H 3.303 -1.672 1.604
H 0.609 -1.676 -1.787
H -1.021 -1.589 -1.353
H 1.443 0.683 -2.311
H 0.075 -1.455 1.295
*
```

Results
HOMO level in eV: -8.69
ΔE to the lowest compared entry with this formula, charge and spin in kJ/mol: 95.8